Formula: C34H36LiOPS
Source: the Open Molecules 2025 dataset
Level of theory: wB97M-V/def2-TZVPD

Each line ends with the Löwdin charge.
Element x y z (Å)
1 Li -0.67 0.52 0.21  0.47
2 C -1.95 4.81 -1.81  -0.08
3 C -2.80 4.79 -0.54  -0.35
4 C -4.27 4.42 -0.99  -0.05
5 C -2.32 3.86 0.53  -0.19
6 C -1.03 3.33 0.62  -0.04
7 C -0.71 2.50 1.68  -0.10
8 C -1.59 2.10 2.69  -0.29
9 C -1.17 1.11 3.77  -0.03
10 C -2.85 2.67 2.68  -0.03
11 C -3.18 3.51 1.60  -0.01
12 H -2.37 5.44 -2.54  0.06
13 H -1.95 3.82 -2.25  0.07
14 H -0.88 5.14 -1.74  0.10
15 H -2.70 5.81 -0.17  0.14
16 H -4.24 3.45 -1.45  0.08
17 H -4.62 5.15 -1.70  0.07
18 H -4.98 4.41 -0.19  0.05
19 H -0.26 3.61 -0.07  0.11
20 H 0.34 2.16 1.77  0.12
21 H -1.66 1.36 4.68  0.07
22 H -0.07 1.18 3.83  0.08
23 H -1.37 0.09 3.44  0.08
24 H -3.53 2.42 3.50  0.12
25 H -4.19 3.92 1.52  0.10
26 C 4.55 -2.84 3.97  -0.09
27 C 4.09 -3.76 3.03  -0.08
28 C 3.08 -3.39 2.16  -0.08
29 C 2.59 -2.07 2.17  -0.40
30 C 3.07 -1.15 3.08  -0.13
31 C 4.03 -1.54 4.01  -0.09
32 P 1.42 -1.27 1.00  1.09
33 C 0.75 -2.80 0.17  -0.38
34 C -0.25 -3.47 0.85  -0.13
35 C -0.94 -4.54 0.28  -0.11
36 C -0.57 -4.94 -0.99  -0.10
37 C 0.46 -4.29 -1.67  -0.09
38 C 1.10 -3.21 -1.11  -0.08
39 C 2.64 -0.71 -0.25  -0.36
40 C 3.93 -1.12 -0.29  -0.10
41 C 4.83 -0.87 -1.35  -0.08
42 C 4.41 -0.19 -2.46  -0.03
43 C 3.07 0.31 -2.41  -0.16
44 C 2.55 1.06 -3.51  -0.06
45 C 1.27 1.59 -3.45  -0.12
46 C 0.43 1.39 -2.35  -0.20
47 C 0.83 0.57 -1.29  -0.15
48 C 2.17 0.12 -1.30  -0.25
49 H 5.27 -3.13 4.74  0.10
50 H 4.47 -4.76 3.11  0.10
51 H 2.65 -4.07 1.45  0.10
52 H 2.81 -0.08 3.05  0.10
53 H 4.44 -0.88 4.78  0.10
54 H -0.55 -3.08 1.84  0.11
55 H -1.70 -5.09 0.77  0.09
56 H -1.06 -5.84 -1.39  0.11
57 H 0.75 -4.57 -2.67  0.10
58 H 1.94 -2.71 -1.60  0.11
59 H 4.37 -1.67 0.56  0.10
60 H 5.83 -1.31 -1.35  0.10
61 H 5.05 0.10 -3.24  0.09
62 H 3.15 1.29 -4.40  0.11
63 H 0.93 2.20 -4.28  0.09
64 H -0.59 1.82 -2.37  0.06
65 C -2.66 -0.58 -2.73  -0.22
66 S -2.35 -1.45 -1.15  0.86
67 C -4.02 -2.17 -0.89  -0.21
68 O -2.21 -0.36 -0.13  -0.63
69 H -2.79 -1.27 -3.57  0.06
70 H -1.71 -0.02 -2.90  0.04
71 H -3.49 0.08 -2.53  0.05
72 H -4.41 -2.54 -1.83  0.06
73 H -4.68 -1.43 -0.45  0.06
74 H -3.89 -2.95 -0.19  0.02

Results
Calculated total energy ... -58218.1994 eV
Highest occupied orbital energy ... -6.935 eV

***

Formula: C34H37BaN4O3PS
Source: the Open Molecules 2025 dataset
Level of theory: wB97M-V/def2-TZVPD

Each line ends with the Löwdin charge.
Element x y z (Å)
1 Ba -0.33 -0.03 0.60  1.91
2 C -3.37 1.36 2.25  -0.06
3 O -1.98 1.63 2.01  -0.37
4 C -1.32 2.19 3.16  -0.18
5 C 0.00 2.75 2.72  -0.14
6 O 0.71 1.75 1.96  -0.42
7 C 2.10 1.49 2.26  -0.15
8 C 2.26 0.09 2.80  -0.18
9 O 1.90 -0.83 1.76  -0.40
10 C 2.18 -2.20 2.10  -0.06
11 H -3.90 2.27 2.51  0.11
12 H -3.48 0.62 3.05  0.10
13 H -3.79 0.95 1.33  0.09
14 H -1.19 1.41 3.91  0.11
15 H -1.93 2.99 3.59  0.15
16 H 0.58 3.05 3.60  0.14
17 H -0.15 3.62 2.09  0.14
18 H 2.50 2.21 2.97  0.14
19 H 2.66 1.57 1.33  0.13
20 H 1.60 -0.06 3.67  0.13
21 H 3.29 -0.07 3.11  0.15
22 H 3.24 -2.32 2.33  0.10
23 H 1.94 -2.80 1.23  0.09
24 H 1.58 -2.53 2.95  0.09
25 N -2.04 1.35 -1.32  -0.04
26 C -1.59 1.98 -2.57  -0.31
27 C -2.51 2.72 -3.31  -0.03
28 C -2.13 3.33 -4.49  -0.05
29 C -0.82 3.21 -4.94  -0.05
30 C 0.10 2.48 -4.20  -0.07
31 C -0.27 1.85 -3.00  -0.32
32 P 0.97 0.88 -2.04  0.98
33 C 2.50 1.85 -2.30  -0.38
34 C 3.46 1.57 -3.26  -0.08
35 C 4.56 2.41 -3.42  -0.06
36 C 4.69 3.54 -2.62  -0.06
37 C 3.74 3.82 -1.66  -0.07
38 C 2.65 2.98 -1.49  -0.12
39 C 1.22 -0.62 -3.06  -0.41
40 C 0.55 -0.89 -4.25  -0.08
41 C 0.77 -2.09 -4.92  -0.06
42 C 1.67 -3.02 -4.41  -0.07
43 C 2.35 -2.76 -3.23  -0.07
44 C 2.12 -1.56 -2.55  -0.13
45 H -2.82 0.74 -1.54  0.09
46 H -2.45 2.09 -0.74  0.08
47 H -3.53 2.82 -2.95  0.12
48 H -2.85 3.91 -5.05  0.12
49 H -0.51 3.69 -5.86  0.12
50 H 1.12 2.40 -4.55  0.11
51 H 3.37 0.70 -3.90  0.11
52 H 5.30 2.19 -4.18  0.12
53 H 5.54 4.20 -2.75  0.11
54 H 3.84 4.70 -1.03  0.11
55 H 1.90 3.21 -0.74  0.10
56 H -0.15 -0.17 -4.66  0.11
57 H 0.24 -2.29 -5.85  0.12
58 H 1.84 -3.95 -4.94  0.12
59 H 3.06 -3.48 -2.83  0.12
60 H 2.66 -1.36 -1.63  0.11
61 N -2.79 -3.66 2.58  0.19
62 C -2.73 -3.10 3.85  -0.17
63 C -3.38 -3.40 5.04  0.01
64 C -3.06 -2.63 6.13  -0.06
65 C -2.11 -1.59 6.04  -0.06
66 C -1.48 -1.29 4.85  -0.03
67 C -1.82 -2.06 3.73  -0.23
68 N -1.34 -1.99 2.42  0.06
69 C -1.94 -2.97 1.78  -0.29
70 C -1.66 -3.35 0.39  -0.33
71 C -1.88 -4.57 -0.15  -0.32
72 S -1.31 -4.60 -1.76  1.12
73 C -0.81 -2.99 -1.62  -0.44
74 N -1.04 -2.43 -0.45  -0.12
75 H -3.38 -4.43 2.30  0.17
76 H -4.10 -4.21 5.11  0.12
77 H -3.54 -2.82 7.08  0.12
78 H -1.87 -1.02 6.94  0.11
79 H -0.73 -0.51 4.80  0.09
80 H -2.31 -5.45 0.31  0.09
81 H -0.34 -2.48 -2.45  0.05

Results
Energy relative to the best compared isomer or geometry (same formula, charge and spin) ... 0.3912 eV
Calculated total energy ... -68769.6582 eV
Charge ... +2
Highest occupied orbital energy ... -13.191 eV

***

Formula: C34H37F21Mg2O18
Source: the Open Molecules 2025 dataset
Level of theory: wB97M-V/def2-TZVPD

Each line ends with the Löwdin charge.
Element x y z (Å)
1 Mg 14.12 -1.26 -1.27  0.82
2 Mg 11.74 -8.35 0.29  1.19
3 C 14.09 -5.33 -1.40  0.04
4 C 13.17 -6.15 -0.80  -0.35
5 C 12.22 -5.58 0.24  -0.39
6 O 11.46 -6.35 0.98  -0.15
7 C 12.22 -4.33 0.56  0.00
8 C 13.07 -3.35 -0.08  -0.30
9 C 14.06 -3.85 -1.19  -0.32
10 O 14.73 -2.97 -1.74  -0.09
11 O 13.13 -2.11 0.13  -0.10
12 O 13.24 -7.45 -1.01  -0.19
13 H 14.79 -5.78 -2.08  0.10
14 H 11.61 -3.96 1.37  0.12
15 C 17.78 -6.09 5.40  -0.06
16 C 16.55 -6.55 6.23  -0.18
17 O 15.45 -5.74 5.89  0.03
18 C 14.82 -5.65 4.69  -0.31
19 O 15.17 -6.22 3.66  0.11
20 C 13.58 -4.71 4.68  -0.53
21 F 13.59 -3.81 5.68  0.17
22 F 13.57 -4.10 3.49  0.17
23 F 12.49 -5.47 4.75  0.18
24 H 17.64 -6.08 4.32  0.06
25 H 18.66 -6.73 5.53  0.08
26 H 18.06 -5.07 5.66  0.08
27 H 16.89 -6.55 7.26  0.13
28 H 16.34 -7.60 6.00  0.11
29 C 9.92 1.93 0.44  -0.01
30 C 11.30 1.22 0.48  -0.19
31 O 12.32 2.15 0.14  0.05
32 C 13.58 1.73 -0.10  -0.26
33 O 13.98 0.58 -0.17  0.09
34 C 14.63 2.88 -0.30  -0.58
35 F 15.55 2.48 -1.11  0.22
36 F 14.05 4.08 -0.69  0.14
37 F 15.22 3.08 0.83  0.22
38 H 9.87 2.39 -0.54  0.09
39 H 9.84 2.57 1.32  0.09
40 H 9.13 1.18 0.48  0.06
41 H 11.29 0.47 -0.30  0.11
42 H 11.69 0.70 1.35  0.14
43 C 17.14 -9.76 -0.05  -0.04
44 C 15.78 -9.19 0.38  -0.21
45 O 15.44 -9.45 1.71  0.07
46 C 14.27 -9.10 2.24  -0.23
47 O 13.31 -8.65 1.57  0.02
48 C 14.13 -9.44 3.79  -0.55
49 F 13.46 -10.57 3.83  0.21
50 F 15.30 -9.45 4.45  0.17
51 F 13.39 -8.54 4.40  0.19
52 H 17.10 -10.84 0.12  0.08
53 H 17.95 -9.41 0.59  0.08
54 H 17.33 -9.46 -1.08  0.09
55 H 14.94 -9.39 -0.29  0.12
56 H 15.97 -8.12 0.32  0.13
57 C 17.39 -4.30 0.64  -0.04
58 C 16.55 -3.70 1.79  -0.14
59 O 17.01 -2.31 2.00  0.03
60 C 16.58 -1.25 1.23  -0.23
61 O 15.81 -1.46 0.28  0.07
62 C 17.19 0.13 1.59  -0.42
63 F 18.34 -0.05 2.38  0.12
64 F 17.62 0.85 0.49  0.12
65 F 16.34 0.89 2.28  0.17
66 H 18.46 -4.38 0.84  0.08
67 H 17.37 -3.72 -0.28  0.07
68 H 16.97 -5.30 0.53  0.07
69 H 16.64 -4.40 2.62  0.10
70 H 15.49 -3.81 1.60  0.11
71 C 8.35 -1.56 -0.89  -0.05
72 C 9.48 -2.52 -0.55  -0.22
73 O 9.24 -3.22 0.67  -0.01
74 C 9.36 -2.54 1.90  -0.25
75 O 9.65 -1.33 1.95  0.11
76 C 9.11 -3.41 3.16  -0.44
77 F 10.19 -3.52 3.97  0.15
78 F 8.08 -2.96 3.92  0.16
79 F 8.79 -4.74 2.81  0.10
80 H 8.33 -0.74 -0.16  0.05
81 H 7.37 -2.01 -1.05  0.09
82 H 8.56 -1.06 -1.83  0.08
83 H 10.37 -1.91 -0.39  0.10
84 H 9.74 -3.22 -1.34  0.13
85 C 14.89 -4.05 -4.91  -0.05
86 C 16.33 -4.03 -4.41  -0.23
87 O 17.19 -4.75 -5.26  0.01
88 C 18.54 -4.32 -5.41  -0.27
89 O 19.10 -3.47 -4.76  0.17
90 C 19.29 -5.19 -6.44  -0.61
91 F 20.41 -5.50 -5.84  0.20
92 F 18.69 -6.33 -6.66  0.20
93 F 19.49 -4.52 -7.58  0.18
94 H 14.44 -5.05 -4.93  0.08
95 H 14.87 -3.55 -5.88  0.08
96 H 14.18 -3.56 -4.24  0.06
97 H 16.26 -4.46 -3.41  0.11
98 H 16.66 -2.99 -4.39  0.10
99 C 15.17 1.25 -5.43  -0.05
100 C 15.37 -0.19 -5.11  -0.23
101 O 16.63 -0.30 -4.48  0.06
102 C 16.74 -0.54 -3.18  -0.25
103 O 15.79 -0.54 -2.37  0.06
104 C 18.23 -0.75 -2.73  -0.53
105 F 19.09 -0.51 -3.72  0.19
106 F 18.53 0.06 -1.71  0.18
107 F 18.38 -2.03 -2.37  0.18
108 H 15.25 1.81 -4.51  0.09
109 H 14.19 1.40 -5.90  0.09
110 H 15.92 1.58 -6.15  0.10
111 H 15.37 -0.75 -6.04  0.14
112 H 14.49 -0.58 -4.60  0.12

Results
Calculated total energy ... -140666.6554 eV
2S+1 ... 2
Charge ... +1
Highest occupied orbital energy (spin up / spin down) ... -7.907 / -9.704 eV
⟨S²⟩ ... 0.770

***

Formula: C34H37F9NO28
Source: the Open Molecules 2025 dataset
Level of theory: wB97M-V/def2-TZVPD

Each line ends with the Löwdin charge.
Element x y z (Å)
1 N -4.02 -0.30 2.29  0.25
2 C -4.49 -0.08 0.86  -0.15
3 O -3.52 -0.39 -0.08  -0.03
4 C -2.29 0.23 0.24  -0.29
5 C -2.15 1.60 0.16  -0.01
6 C -0.93 2.15 0.52  -0.05
7 C 0.10 1.34 0.97  -0.06
8 C -0.08 -0.02 1.06  -0.04
9 C -1.28 -0.61 0.69  -0.03
10 H -3.32 -1.05 2.38  0.17
11 H -4.83 -0.59 2.85  0.18
12 H -3.67 0.58 2.67  0.16
13 H -5.37 -0.71 0.71  0.15
14 H -4.79 0.96 0.75  0.14
15 H -2.98 2.21 -0.17  0.11
16 H -0.81 3.22 0.44  0.12
17 H 1.05 1.76 1.29  0.12
18 H 0.70 -0.67 1.44  0.11
19 H -1.45 -1.68 0.76  0.14
20 C -1.30 2.12 4.25  -0.06
21 C -0.34 1.36 5.14  -0.31
22 O -0.77 1.73 6.43  0.13
23 C -2.11 2.00 6.35  -0.54
24 O -2.84 2.08 7.27  0.20
25 O -2.48 2.15 5.05  0.05
26 F 0.94 1.77 4.96  0.08
27 H -0.96 3.13 4.04  0.15
28 H -1.48 1.61 3.30  0.10
29 H -0.39 0.28 5.04  0.16
30 C -0.48 -1.84 -2.49  -0.04
31 C 0.16 -1.57 -3.82  -0.28
32 O 1.54 -1.51 -3.48  0.14
33 C 1.72 -2.31 -2.39  -0.53
34 O 2.77 -2.69 -2.00  0.18
35 O 0.52 -2.60 -1.81  0.09
36 F -0.23 -0.36 -4.30  0.06
37 H -0.67 -0.92 -1.93  0.13
38 H -1.41 -2.40 -2.58  0.12
39 H 0.00 -2.34 -4.57  0.17
40 C -5.82 -3.58 -2.30  -0.05
41 C -5.15 -3.31 -3.62  -0.31
42 O -3.77 -3.27 -3.26  0.12
43 C -3.62 -4.08 -2.17  -0.55
44 O -2.58 -4.48 -1.77  0.18
45 O -4.83 -4.36 -1.61  0.07
46 F -5.50 -2.11 -4.13  0.08
47 H -6.00 -2.66 -1.74  0.14
48 H -6.75 -4.14 -2.39  0.14
49 H -5.30 -4.08 -4.38  0.18
50 C -0.51 -1.01 9.83  -0.04
51 C 0.76 -1.73 9.44  -0.31
52 O 0.39 -2.34 8.22  0.14
53 C -0.58 -1.57 7.66  -0.55
54 O -0.92 -1.65 6.52  0.15
55 O -1.08 -0.70 8.56  0.07
56 F 1.10 -2.68 10.33  0.09
57 H -1.19 -1.66 10.39  0.15
58 H -0.33 -0.11 10.41  0.14
59 H 1.62 -1.07 9.27  0.18
60 C 0.97 -0.96 -9.26  -0.04
61 C 0.95 0.00 -8.09  -0.32
62 O -0.21 -0.40 -7.38  0.12
63 C -0.38 -1.73 -7.62  -0.55
64 O -1.08 -2.44 -6.98  0.17
65 O 0.37 -2.13 -8.68  0.09
66 F 0.79 1.29 -8.50  0.08
67 H 0.36 -0.61 -10.09  0.15
68 H 1.97 -1.18 -9.62  0.14
69 H 1.81 -0.07 -7.44  0.15
70 C 4.62 -1.71 0.42  -0.04
71 C 5.52 -0.63 0.96  -0.29
72 O 4.59 0.25 1.59  0.13
73 C 3.55 -0.51 1.99  -0.57
74 O 2.72 -0.16 2.77  0.13
75 O 3.56 -1.72 1.39  0.08
76 F 6.15 0.04 -0.04  0.09
77 H 4.21 -1.46 -0.56  0.12
78 H 5.10 -2.68 0.36  0.15
79 H 6.25 -0.97 1.69  0.14
80 C 1.04 3.32 -5.74  -0.05
81 C 1.50 2.00 -5.18  -0.31
82 O 2.28 2.38 -4.06  0.15
83 C 1.78 3.57 -3.62  -0.55
84 O 2.00 4.05 -2.56  0.18
85 O 0.96 4.12 -4.55  0.06
86 F 2.29 1.32 -6.06  0.06
87 H 1.76 3.77 -6.43  0.15
88 H 0.08 3.26 -6.24  0.13
89 H 0.69 1.36 -4.86  0.13
90 C -2.41 3.93 -3.78  -0.04
91 C -2.68 2.64 -4.52  -0.28
92 O -3.27 1.82 -3.52  0.14
93 C -3.90 2.67 -2.65  -0.56
94 O -4.70 2.33 -1.84  0.15
95 O -3.48 3.94 -2.83  0.09
96 F -1.51 2.07 -4.93  0.07
97 H -1.46 3.91 -3.25  0.14
98 H -2.45 4.81 -4.42  0.15
99 H -3.36 2.73 -5.37  0.18
100 C 5.74 0.70 5.35  -0.04
101 C 6.84 0.24 6.28  -0.31
102 O 7.28 -0.96 5.67  0.15
103 C 7.04 -0.84 4.33  -0.54
104 O 7.51 -1.54 3.50  0.18
105 O 6.20 0.20 4.09  0.06
106 F 6.36 -0.04 7.52  0.08
107 H 4.78 0.24 5.59  0.15
108 H 5.62 1.78 5.32  0.14
109 H 7.68 0.93 6.36  0.18

Results
Calculated total energy ... -119130.3471 eV
Charge ... +1
Highest occupied orbital energy ... -12.700 eV

***

Formula: C34H37N4O2SZr
Source: the Open Molecules 2025 dataset
Level of theory: wB97M-V/def2-TZVPD

Each line ends with the Löwdin charge.
Element x y z (Å)
1 Zr 0.78 1.86 -0.21  2.03
2 C -3.62 -2.66 -3.59  -0.03
3 C -4.11 -1.22 -3.33  -0.55
4 C -4.47 -0.57 -4.67  -0.04
5 C -5.36 -1.26 -2.42  -0.01
6 C -3.06 -0.42 -2.60  -0.09
7 C -2.84 0.93 -2.84  0.05
8 C -1.86 1.60 -2.15  -0.10
9 N -1.06 1.02 -1.22  -0.08
10 C -1.36 -0.27 -0.88  -0.18
11 C -2.31 -0.99 -1.55  0.08
12 C -0.78 -0.71 0.42  -0.18
13 C -1.02 -1.94 0.98  0.09
14 C -0.70 -2.19 2.32  -0.10
15 C -0.19 -1.11 3.05  0.05
16 C 0.07 0.08 2.42  -0.08
17 N -0.17 0.28 1.10  -0.06
18 C -0.96 -3.53 2.98  -0.55
19 C -2.29 -3.39 3.75  -0.01
20 C -1.08 -4.65 1.95  -0.04
21 C 0.17 -3.86 3.96  -0.03
22 H -4.36 -3.19 -4.18  0.10
23 H -3.49 -3.22 -2.66  0.08
24 H -2.68 -2.67 -4.14  0.10
25 H -5.16 -1.22 -5.21  0.10
26 H -3.60 -0.42 -5.30  0.10
27 H -4.98 0.39 -4.54  0.09
28 H -6.14 -1.82 -2.93  0.11
29 H -5.74 -0.26 -2.22  0.10
30 H -5.15 -1.75 -1.47  0.09
31 H -3.43 1.48 -3.55  0.13
32 H -1.70 2.66 -2.32  0.12
33 H -2.53 -2.00 -1.24  0.12
34 H -1.48 -2.72 0.39  0.12
35 H 0.00 -1.19 4.10  0.14
36 H 0.48 0.92 2.97  0.12
37 H -3.12 -3.16 3.08  0.10
38 H -2.23 -2.60 4.51  0.10
39 H -2.51 -4.33 4.26  0.11
40 H -1.97 -4.55 1.32  0.09
41 H -1.17 -5.61 2.46  0.10
42 H -0.20 -4.71 1.30  0.10
43 H 0.19 -3.19 4.82  0.09
44 H 1.15 -3.85 3.48  0.08
45 H 0.01 -4.87 4.35  0.11
46 C 4.11 -2.93 3.15  -0.02
47 C 3.68 -1.54 2.77  -0.22
48 C 3.15 -1.28 1.50  0.01
49 C 2.84 0.01 1.13  -0.11
50 C 3.03 1.06 2.04  -0.33
51 C 3.53 0.82 3.31  0.00
52 C 3.84 -0.48 3.66  0.03
53 S 2.63 2.67 1.58  0.73
54 O 3.22 3.67 2.38  -0.16
55 O 1.04 2.74 1.58  -0.43
56 N 2.83 2.63 -0.01  -0.26
57 C 2.93 3.93 -0.64  -0.26
58 C 3.87 4.87 -0.31  0.04
59 C 3.92 6.09 -1.02  0.01
60 C 3.10 6.31 -2.08  0.03
61 C 2.17 5.32 -2.48  -0.12
62 C 1.44 5.38 -3.68  0.08
63 C 0.69 4.30 -4.09  0.01
64 C 0.57 3.21 -3.25  -0.10
65 N 1.16 3.12 -2.04  -0.06
66 C 2.06 4.14 -1.72  -0.17
67 H 3.64 -3.68 2.53  0.09
68 H 3.88 -3.13 4.20  0.10
69 H 5.19 -3.02 3.03  0.11
70 H 3.03 -2.09 0.79  0.14
71 H 2.53 0.16 0.09  0.09
72 H 3.68 1.64 4.01  0.14
73 H 4.25 -0.68 4.65  0.14
74 H 4.58 4.68 0.48  0.13
75 H 4.66 6.83 -0.73  0.14
76 H 3.16 7.22 -2.66  0.14
77 H 1.51 6.27 -4.30  0.15
78 H 0.18 4.29 -5.04  0.13
79 H -0.02 2.36 -3.55  0.11

Results
Calculated total energy ... -58006.7013 eV
Charge ... +3
Highest occupied orbital energy ... -17.053 eV

***

Q: The highest calculated total energy belongs to which entry?
A: C34H37N4O2SZr